(1)
Formula: C29H35CeN4PS
Source: the OMol25 dataset
Level of theory: the ωB97M-V functional and the def2-TZVPD basis

spin multiplicity = 1
E_LUMO (spin up / spin down) = -15.242 / -15.207 eV
charge = +4
gap between HOMO and LUMO (spin up / spin down) = 4.212 / 4.247 eV
E = -69615.451 eV

Positions of all 71 atoms, in Å:
Ce 0.92 -0.49 -0.07
C 0.46 -4.09 1.60
C 0.89 -2.69 1.89
C -0.02 -1.74 2.40
C 0.42 -0.48 2.85
C 1.78 -0.16 2.80
C 2.69 -1.08 2.27
C 2.25 -2.32 1.80
H 1.07 -4.56 0.83
H -0.59 -4.15 1.31
H 0.57 -4.69 2.51
H -1.04 -2.04 2.59
H -0.28 0.17 3.36
H 2.14 0.75 3.27
H 3.76 -0.87 2.32
H 2.98 -3.07 1.52
N -1.26 -0.84 -2.75
P -1.07 -2.00 -1.51
C -1.99 -3.42 -2.12
C -3.35 -3.25 -2.43
C -4.05 -4.32 -2.96
C -3.41 -5.54 -3.17
C -2.06 -5.70 -2.86
C -1.35 -4.64 -2.33
C -2.14 -1.25 -0.19
C -3.06 -2.02 0.52
C -3.78 -1.45 1.56
C -3.56 -0.12 1.93
C -2.64 0.65 1.23
C -1.93 0.10 0.17
C -0.25 -0.07 -3.29
C -0.36 0.45 -4.58
C 0.64 1.26 -5.06
C 1.76 1.51 -4.26
C 1.81 0.95 -3.02
N 0.81 0.19 -2.50
H -2.04 -1.01 -3.38
H -3.85 -2.31 -2.26
H -5.09 -4.21 -3.21
H -3.96 -6.38 -3.58
H -1.57 -6.65 -3.03
H -0.29 -4.75 -2.10
H -3.24 -3.05 0.24
H -4.53 -2.03 2.08
H -4.12 0.31 2.75
H -2.53 1.70 1.48
H -1.36 0.77 -0.49
H -1.23 0.21 -5.18
H 0.57 1.68 -6.05
H 2.57 2.14 -4.61
H 2.68 1.11 -2.38
C 0.19 5.83 1.28
C -0.19 4.48 1.87
N 0.46 3.34 1.19
C 1.75 3.03 1.33
S 2.46 1.82 0.30
N 2.50 3.63 2.23
C 3.91 3.34 2.55
C 4.87 4.17 1.71
H -0.35 6.62 1.82
H -0.10 5.90 0.23
H 1.25 6.04 1.37
H -1.27 4.32 1.78
H 0.05 4.42 2.94
H 0.07 3.11 0.29
H 2.11 4.45 2.70
H 4.08 2.28 2.40
H 4.05 3.57 3.61
H 4.80 3.90 0.65
H 5.89 3.98 2.04
H 4.67 5.23 1.81

Löwdin atomic charge list, values in e, 2 entries:
1. Ce 1.22
2. C 0.01

(2)
Formula: C25H31Cl2CuN2O2P2
Source: the OMol25 dataset
Level of theory: the ωB97M-V functional and the def2-TZVPD basis

spin multiplicity = 2
E_LUMO (spin up / spin down) = -3.722 / -5.120 eV
charge = +1
gap between HOMO and LUMO (spin up / spin down) = 6.975 / 5.567 eV
E = -121761.628 eV

Positions of all 65 atoms, in Å:
Cu -0.12 -0.43 -1.60
Cl 0.97 4.35 -6.96
C 0.77 3.45 -5.49
C 0.95 4.11 -4.26
C 0.80 3.43 -3.09
Cl 1.03 4.24 -1.58
C 0.46 2.04 -3.05
O 0.33 1.45 -1.91
C 0.29 1.41 -4.31
C -0.06 0.03 -4.44
O -0.25 -0.80 -3.53
C 0.45 2.13 -5.52
H 1.21 5.16 -4.24
H -0.16 -0.33 -5.47
H 0.31 1.63 -6.47
C -3.05 -1.96 -0.27
P -1.84 -0.62 -0.11
C -0.98 -1.07 1.45
N -1.68 -1.11 2.55
C -1.04 -1.46 3.70
C -1.76 -1.51 4.91
C -1.12 -1.88 6.06
C 0.26 -2.21 6.04
C 0.98 -2.17 4.88
C 0.34 -1.80 3.68
N 1.04 -1.77 2.52
C 0.41 -1.40 1.43
P 1.34 -1.39 -0.15
C 1.79 -3.14 -0.33
C 2.91 -0.43 0.08
C 3.50 -0.27 -1.33
C 2.53 0.93 0.66
C 3.90 -1.16 0.99
C -2.77 0.96 0.15
C -3.25 1.38 -1.24
C -1.78 1.98 0.71
C -3.96 0.77 1.09
H -3.55 -2.10 0.69
H -2.53 -2.88 -0.55
H -3.78 -1.73 -1.05
H -2.81 -1.26 4.91
H -1.66 -1.92 6.99
H 0.75 -2.50 6.96
H 2.03 -2.42 4.85
H 2.19 -3.50 0.61
H 2.52 -3.27 -1.13
H 0.90 -3.71 -0.59
H 2.79 0.23 -2.01
H 3.78 -1.22 -1.76
H 4.39 0.35 -1.27
H 1.74 1.43 0.09
H 3.40 1.58 0.64
H 2.20 0.84 1.70
H 4.25 -2.09 0.54
H 3.47 -1.37 1.97
H 4.77 -0.51 1.12
H -2.42 1.50 -1.94
H -3.76 2.35 -1.17
H -3.96 0.67 -1.67
H -0.87 2.05 0.11
H -1.51 1.75 1.74
H -2.26 2.97 0.71
H -4.72 0.11 0.66
H -4.43 1.75 1.24
H -3.66 0.38 2.06

Löwdin atomic charge list, values in e, 2 entries:
1. Cu 0.30
2. Cl 0.70

(3)
Formula: C16H32B3Br12FO4
Source: the OMol25 dataset
Level of theory: the ωB97M-V functional and the def2-TZVPD basis

spin multiplicity = 1
E_LUMO = -0.179 eV
charge = 0
gap between HOMO and LUMO = 9.657 eV
E = -870561.391 eV

Positions of all 68 atoms, in Å:
O 2.87 -5.81 -2.34
C 2.69 -4.62 -2.93
C 2.24 -4.47 -4.53
B 1.04 -3.34 -4.67
O 1.18 -1.95 -4.11
B -0.16 -1.56 -3.61
O -1.16 -2.57 -3.19
B -1.20 -3.72 -4.12
C -2.14 -5.03 -3.79
C -3.60 -4.54 -3.23
F -4.72 -4.71 -4.20
O -0.29 -3.61 -5.31
H 2.91 -3.65 -2.30
H 3.17 -4.27 -5.21
H 1.78 -5.52 -4.84
H -0.42 -0.40 -3.53
H -1.63 -5.63 -2.89
H -2.26 -5.79 -4.68
H -3.63 -3.39 -2.91
H -3.81 -5.14 -2.22
Br 3.92 -2.02 2.98
C 2.92 -3.15 1.74
C 3.85 -3.99 0.90
Br 4.66 -2.92 -0.52
H 2.28 -2.48 1.16
H 2.30 -3.78 2.38
H 3.29 -4.77 0.38
H 4.66 -4.44 1.46
Br 5.99 1.12 4.59
C 4.61 1.91 3.45
C 5.18 3.03 2.61
Br 5.42 4.65 3.66
H 3.80 2.22 4.11
H 4.26 1.08 2.82
H 4.48 3.30 1.82
H 6.15 2.79 2.16
Br 2.93 0.57 0.25
C 2.38 2.28 -0.50
C 1.10 2.78 0.14
Br -0.45 1.82 -0.56
H 2.30 2.14 -1.58
H 3.21 2.96 -0.29
H 0.93 3.83 -0.12
H 1.09 2.66 1.22
Br 0.68 0.97 3.00
C 1.17 0.99 4.89
C 1.25 -0.41 5.45
Br -0.53 -1.13 5.79
H 0.45 1.63 5.40
H 2.15 1.47 4.92
H 1.75 -0.41 6.42
H 1.76 -1.11 4.79
Br -3.61 2.33 1.73
C -4.86 2.28 0.23
C -5.27 0.86 -0.09
Br -3.86 -0.07 -1.07
H -4.38 2.79 -0.60
H -5.73 2.86 0.56
H -6.13 0.85 -0.77
H -5.49 0.26 0.79
Br -6.62 5.03 -0.94
C -5.75 6.23 0.33
C -5.20 7.45 -0.36
Br -3.54 7.03 -1.30
H -4.99 5.64 0.86
H -6.54 6.51 1.04
H -4.93 8.22 0.37
H -5.88 7.88 -1.10

Löwdin atomic charge list, values in e, 2 entries:
1. O -0.08
2. C -0.14

(4)
Formula: C4H23N2O8
Source: the OMol25 dataset
Level of theory: the ωB97M-V functional and the def2-TZVPD basis

energy relative to the best compared isomer or geometry (same formula, charge and spin) = 34.29 kJ/mol
spin multiplicity = 2
E_LUMO (spin up / spin down) = 0.041 / -0.037 eV
charge = 0
gap between HOMO and LUMO (spin up / spin down) = 2.347 / 10.582 eV
E = -23877.707 eV

Positions of all 37 atoms, in Å:
N -1.12 -0.14 -0.45
C 0.10 -0.08 0.43
C 0.02 -1.26 1.42
C 1.07 -2.35 1.04
O -1.25 -1.81 1.41
C 0.04 1.32 1.16
N 1.16 1.55 1.84
O -0.96 2.00 1.08
H -1.32 -0.95 -1.07
H -1.01 0.66 -1.20
H -2.17 0.06 0.13
H 0.96 0.07 -0.25
H 0.35 -0.85 2.40
H 0.59 -3.38 1.25
H 2.08 -2.36 1.58
H 1.36 -2.14 -0.05
H -1.28 -2.78 1.71
H 2.07 1.16 1.82
H 1.11 2.17 2.76
H -3.10 1.78 0.81
H -3.40 0.77 1.77
O -3.38 0.87 0.81
H 2.26 3.44 -1.22
H 1.35 2.57 -2.15
O 1.88 2.61 -1.38
H -3.86 -1.23 2.91
H -2.26 -1.06 2.64
O -3.09 -0.66 2.91
H 1.48 -1.72 -3.50
H 1.45 -0.82 -2.28
O 0.91 -1.32 -2.87
H 3.51 0.11 -2.41
H 2.58 0.99 -1.45
O 2.84 0.09 -1.65
H -0.02 0.15 -3.22
H -0.43 1.55 -3.77
O -0.52 1.00 -2.98

Löwdin atomic charge list, values in e, 2 entries:
1. N 0.11
2. C -0.19

(5)
Formula: C18H14N2O5S
Source: the OMol25 dataset
Level of theory: the ωB97M-V functional and the def2-TZVPD basis

energy relative to the best compared isomer or geometry (same formula, charge and spin) = 0.00 kJ/mol
spin multiplicity = 1
E_LUMO = 0.202 eV
charge = 0
gap between HOMO and LUMO = 8.218 eV
E = -42946.269 eV

Positions of all 40 atoms, in Å:
C -0.82 2.67 2.33
C -0.32 2.31 0.95
O -0.92 2.75 -0.02
C 0.87 1.46 0.85
C 1.54 1.05 2.02
C 2.61 0.22 1.91
C 3.05 -0.24 0.66
C 2.44 0.13 -0.50
C 1.33 0.99 -0.41
N 0.68 1.40 -1.56
C 0.73 0.83 -2.79
O 1.57 0.06 -3.20
C -0.34 1.35 -3.75
S -1.98 1.68 -3.03
C -2.13 0.27 -2.06
N -1.22 -0.64 -1.91
C -1.76 -1.53 -1.01
C -1.25 -2.70 -0.46
C -2.06 -3.37 0.43
C -3.33 -2.90 0.77
C -3.85 -1.74 0.23
C -3.04 -1.07 -0.66
O -3.26 0.09 -1.35
O 4.13 -1.05 0.84
C 4.37 -1.10 2.23
O 3.41 -0.30 2.89
H -0.07 3.25 2.87
H -1.04 1.77 2.90
H -1.72 3.26 2.23
H 1.22 1.39 2.99
H 2.77 -0.23 -1.46
H -0.10 2.04 -1.35
H -0.45 0.62 -4.56
H -0.02 2.31 -4.18
H -0.27 -3.05 -0.73
H -1.71 -4.29 0.88
H -3.93 -3.47 1.47
H -4.83 -1.37 0.49
H 5.38 -0.72 2.44
H 4.29 -2.14 2.58

Löwdin atomic charge list, values in e, 2 entries:
1. C -0.01
2. C -0.37

(6)
Formula: C7H15N
Source: the OMol25 dataset
Level of theory: the ωB97M-V functional and the def2-TZVPD basis

energy relative to the best compared isomer or geometry (same formula, charge and spin) = 23.01 kJ/mol
spin multiplicity = 2
E_LUMO (spin up / spin down) = 3.972 / 3.857 eV
charge = -1
gap between HOMO and LUMO (spin up / spin down) = 2.643 / 9.294 eV
E = -8990.318 eV

Positions of all 23 atoms, in Å:
C -1.31 -1.60 -0.69
C -0.75 -1.57 0.70
C 0.57 -0.83 0.87
C 0.30 1.58 1.25
C 0.59 0.61 0.38
C 1.16 0.83 -0.99
C 0.22 3.04 0.90
N -0.51 -2.46 -1.60
H -1.33 -0.60 -1.13
H -2.35 -1.93 -0.71
H -0.56 -2.58 1.10
H -1.50 -1.26 1.44
H 0.76 -0.78 1.93
H 1.37 -1.41 0.41
H 0.12 1.33 2.29
H 0.49 0.55 -1.80
H 1.98 0.11 -1.14
H 1.56 1.80 -1.25
H -0.76 3.47 1.11
H 0.93 3.67 1.44
H 0.38 3.14 -0.16
H -0.24 -1.92 -2.43
H -1.11 -3.20 -1.94

Löwdin atomic charge list, values in e, 2 entries:
1. C -0.44
2. C -0.25